Entry 1:
This record from OMol25 describes C4H5InO6 as an isolated structure in a non-equilibrium geometry. The level of theory is ωB97M-V/def2-TZVPD.

## Properties
E ... -796.0903 a.u.
Gap between HOMO and LUMO (spin up / spin down) ... 5.45 / 7.08 eV
HOMO level (spin up / spin down) ... -18.56 / -18.56 eV
Energy above the lowest of the compared OMol25 structures with the same formula, charge and spin ... 21.1 kcal/mol
Max |F| ... 10.6 eV/Å

The geometry in ORCA input format:
```
! RIJCOSX wB97M-V def2-TZVPD def2/J DEFGRID3
* xyz 2 1
O 0.41 -2.22 -0.86
C 1.35 -1.48 -0.45
O 2.47 -2.00 -0.18
O 1.25 -0.17 -0.37
In 1.67 -3.61 -0.81
C -0.16 0.46 -1.70
C 0.03 0.87 -0.28
H 0.62 0.85 -2.37
H -0.86 -0.36 -1.84
H 0.56 1.79 -0.03
O -0.95 0.37 0.60
C -1.02 0.94 1.81
O -0.29 1.80 2.24
O -2.03 0.39 2.46
H -2.19 0.87 3.28
H -0.87 1.49 -1.49
*
```



Entry 2:
This record from OMol25 describes C4H5LiO2Yb as an isolated structure in a non-equilibrium geometry. The level of theory is ωB97M-V/def2-TZVPD.

## Properties
E ... -1471.8141 a.u.
Gap between HOMO and LUMO (spin up / spin down) ... 4.77 / 6.46 eV
HOMO level (spin up / spin down) ... -8.72 / -10.41 eV
<S²> ... 0.750
Energy above the lowest of the compared OMol25 structures with the same formula, charge and spin ... 6.3 kcal/mol
Max |F| ... 2.5 eV/Å

The geometry in ORCA input format:
```
! RIJCOSX wB97M-V def2-TZVPD def2/J DEFGRID3
* xyz 1 2
C 0.93 0.86 -2.32
C 1.35 1.50 -1.05
C 0.43 1.06 0.03
C 0.03 -0.24 0.22
O -0.85 -0.63 1.06
O 1.71 0.25 -3.09
Li 3.40 -0.02 -3.63
Yb -2.97 -1.96 1.30
H 0.91 2.50 -1.53
H -0.14 0.87 -2.61
H 2.41 1.33 -0.82
H 0.00 1.84 0.67
H 0.57 -1.02 -0.35
*
```



Entry 3:
This record from OMol25 describes C4H5LiO3Tm as an isolated structure in a non-equilibrium geometry. The level of theory is ωB97M-V/def2-TZVPD.

## Properties
E ... -1473.0714 a.u.
Gap between HOMO and LUMO (spin up / spin down) ... 6.64 / 4.90 eV
HOMO level (spin up / spin down) ... -15.70 / -15.66 eV
<S²> ... 3.752
Max |F| ... 3.9 eV/Å

The geometry in ORCA input format:
```
! RIJCOSX wB97M-V def2-TZVPD def2/J DEFGRID3
* xyz 2 4
Tm 0.52 2.68 0.23
O 1.35 0.30 -0.05
C 2.63 -0.35 -0.13
H 2.81 -0.95 0.77
H 2.64 -0.98 -1.03
H 3.36 0.46 -0.20
C -2.91 0.64 -0.23
C -1.74 -0.02 -0.30
O -0.72 0.63 0.50
C 0.26 -0.42 0.17
O 0.21 -1.62 0.33
Li -1.71 -2.15 0.31
H -3.82 0.04 -0.31
H -2.88 1.72 -0.06
*
```



Entry 4:
This record from OMol25 describes C4H5LiOSm as an isolated structure in a non-equilibrium geometry. The level of theory is ωB97M-V/def2-TZVPD.

## Properties
E ... -895.7300 a.u.
Gap between HOMO and LUMO (spin up / spin down) ... 6.11 / 6.07 eV
HOMO level (spin up / spin down) ... -10.41 / -10.78 eV
<S²> ... 15.755
Energy above the lowest of the compared OMol25 structures with the same formula, charge and spin ... 0.0 kcal/mol
Max |F| ... 2.3 eV/Å

The geometry in ORCA input format:
```
! RIJCOSX wB97M-V def2-TZVPD def2/J DEFGRID3
* xyz 1 8
C -1.98 -1.22 0.61
C -3.04 -1.31 -0.01
H -3.89 -1.40 -0.66
C 0.61 0.01 -1.13
C 1.37 0.74 -0.11
O 1.14 0.67 1.11
Li -0.38 -0.59 1.70
H 1.25 -0.82 -1.47
H -0.43 0.03 -0.70
H 0.53 0.64 -2.03
H 2.28 1.28 -0.44
Sm 2.54 1.98 3.12
*
```



Entry 5:
This record from OMol25 describes one molecule with the formula C4H5N. The level of theory is ωB97M-V/def2-TZVPD.

## Properties
E ... -210.0602 a.u.
Gap between HOMO and LUMO ... 10.58 eV
HOMO level ... -9.43 eV
Energy above the lowest of the compared OMol25 structures with the same formula, charge and spin ... 65.0 kcal/mol
Max |F| ... 0.5 eV/Å

The geometry in ORCA input format:
```
! RIJCOSX wB97M-V def2-TZVPD def2/J DEFGRID3
* xyz 0 1
C -0.79 -2.17 0.09
C -0.59 -1.00 0.26
C -0.36 0.42 0.42
C 0.97 0.99 0.07
N -0.19 1.27 -0.76
H -0.97 -3.22 -0.06
H -0.94 0.89 1.22
H 1.72 0.29 -0.29
H 1.35 1.84 0.64
H -0.18 0.69 -1.59
*
```



Entry 6:
This record from OMol25 describes a 2-piece molecular cluster, C4H5N overall in a non-equilibrium geometry. The level of theory is ωB97M-V/def2-TZVPD.

## Properties
E ... -209.8894 a.u.
Gap between HOMO and LUMO (spin up / spin down) ... 8.68 / 7.20 eV
HOMO level (spin up / spin down) ... -10.15 / -9.43 eV
Energy above the lowest of the compared OMol25 structures with the same formula, charge and spin ... 172.2 kcal/mol
Max |F| ... 3.2 eV/Å

The geometry in ORCA input format:
```
! RIJCOSX wB97M-V def2-TZVPD def2/J DEFGRID3
* xyz 0 1
C 2.80 0.46 -0.12
C 1.72 -0.08 -0.04
C -1.22 0.04 0.42
C -0.83 -1.13 -0.27
N -1.64 1.03 -0.23
H 3.74 0.94 -0.55
H -1.14 0.08 1.52
H -0.69 -2.06 0.47
H -0.77 -1.13 -1.39
H -1.97 1.84 0.19
*
```



Entry 7:
This record from OMol25 describes one molecule with the formula C4H5N in a non-equilibrium geometry. The level of theory is ωB97M-V/def2-TZVPD.

## Properties
E ... -209.9681 a.u.
Gap between HOMO and LUMO (spin up / spin down) ... 7.18 / 8.90 eV
HOMO level (spin up / spin down) ... -6.30 / -12.03 eV
<S²> ... 2.018
Energy above the lowest of the compared OMol25 structures with the same formula, charge and spin ... 29.2 kcal/mol
Max |F| ... 11.5 eV/Å

The geometry in ORCA input format:
```
! RIJCOSX wB97M-V def2-TZVPD def2/J DEFGRID3
* xyz 0 3
C -1.02 -2.05 -0.45
C -0.93 -0.55 -0.22
C 0.30 -0.10 0.01
C 0.69 1.38 0.29
N -0.97 -3.21 -0.55
H -1.95 -0.05 -0.06
H 1.24 -0.76 0.04
H 1.55 1.44 1.04
H -0.13 2.05 0.48
H 1.22 1.85 -0.57
*
```



Entry 8:
This record from OMol25 describes C4H5N2 as an isolated structure in a non-equilibrium geometry. The level of theory is ωB97M-V/def2-TZVPD.

## Properties
E ... -264.3684 a.u.
Gap between HOMO and LUMO (spin up / spin down) ... 7.67 / 8.40 eV
HOMO level (spin up / spin down) ... -15.61 / -16.23 eV
Energy above the lowest of the compared OMol25 structures with the same formula, charge and spin ... 155.0 kcal/mol
Max |F| ... 3.8 eV/Å

The geometry in ORCA input format:
```
! RIJCOSX wB97M-V def2-TZVPD def2/J DEFGRID3
* xyz 1 1
C 2.41 0.70 0.03
C -0.02 -0.20 -0.01
C 0.16 1.19 0.13
C -1.33 -0.86 -0.10
N 1.11 -0.73 -0.06
N 2.41 -0.54 0.05
H 0.83 1.63 0.89
H -0.42 1.89 -0.55
H -1.83 -1.11 0.94
H -1.35 -1.83 -0.70
H -1.99 -0.15 -0.62
*
```



Entry 9:
This record from OMol25 describes an isolated ion of composition C4H5N2 and charge +1 in a non-equilibrium geometry. The level of theory is ωB97M-V/def2-TZVPD.

## Properties
E ... -264.4697 a.u.
Gap between HOMO and LUMO ... 9.50 eV
HOMO level ... -16.09 eV
Energy above the lowest of the compared OMol25 structures with the same formula, charge and spin ... 91.4 kcal/mol
Max |F| ... 3.4 eV/Å

The geometry in ORCA input format:
```
! RIJCOSX wB97M-V def2-TZVPD def2/J DEFGRID3
* xyz 1 1
C 2.78 -0.27 -0.05
C 1.63 0.10 0.10
N 0.35 0.33 -0.03
N -0.41 1.32 0.12
C -1.63 0.59 0.01
C -0.76 -0.66 -0.08
H 3.84 -0.34 0.02
H -2.00 0.88 -0.94
H -2.32 0.65 0.89
H -0.76 -1.22 0.81
H -0.72 -1.38 -0.84
*
```



Entry 10:
This record from OMol25 describes an isolated ion of composition C4H5N2O2 and charge -1 in a non-equilibrium geometry. The level of theory is ωB97M-V/def2-TZVPD.

## Properties
E ... -415.3994 a.u.
Gap between HOMO and LUMO ... 7.90 eV
HOMO level ... -3.83 eV
Energy above the lowest of the compared OMol25 structures with the same formula, charge and spin ... 57.5 kcal/mol
Max |F| ... 4.6 eV/Å

The geometry in ORCA input format:
```
! RIJCOSX wB97M-V def2-TZVPD def2/J DEFGRID3
* xyz -1 1
O -3.74 -0.76 0.57
C -2.92 0.02 0.08
O -3.00 1.03 -0.57
C -1.17 -0.58 0.41
C -0.11 0.38 -0.34
C 0.92 -0.66 -0.62
N 0.32 -1.98 -0.56
N -0.82 -1.87 -0.05
H -1.37 -0.55 1.56
H -0.65 0.78 -1.33
H 0.25 1.21 0.13
H 1.51 -0.46 -1.46
H 1.63 -0.70 0.27
*
```



- Which of these has the lowest E?
  C4H5LiO3Tm